<w>
This record from the OMol25 dataset describes an isolated molecule of C3H5N3O. The level of theory is ωB97M-V/def2-TZVPD.

Cartesian coordinates (Å):
O (2.36590, -1.00497, 0.27774)
N (0.10734, 1.74564, 0.00656)
N (-2.34604, 0.19491, 0.30740)
N (-0.14040, -0.59969, -0.17914)
C (2.09612, 0.20072, -0.02875)
C (0.55391, 0.51407, -0.04406)
C (-1.55435, -0.79217, -0.06400)
H (-3.25801, -0.21812, 0.19835)
H (2.78729, 1.01209, -0.18717)
H (0.39903, -1.39482, -0.00005)
H (-1.99377, -1.84167, -0.43016)
H (0.98297, 2.18402, 0.14328)

E_HOMO: -9.578 eV
Net charge: 0
Gap between HOMO and LUMO: 9.07 eV

---

<x>
This record from the OMol25 dataset describes an isolated molecule of C3H5N3O. The level of theory is ωB97M-V/def2-TZVPD.

Cartesian coordinates (Å):
O (-0.42038, 0.12234, 0.83772)
N (1.68351, 2.22069, -1.13658)
N (-0.03561, -1.29218, -0.95054)
N (-1.94912, -1.44883, 0.45192)
C (0.89302, 0.58081, 0.75332)
C (1.23402, 1.55245, -0.28458)
C (-0.76888, -0.92538, 0.04597)
H (-0.29754, -2.07383, -1.60802)
H (-2.50046, -0.92259, 1.11966)
H (1.17723, 0.82066, 1.82041)
H (-2.54856, -1.99405, -0.27153)
H (1.49193, -0.41394, 0.59587)

E_HOMO: -9.733 eV
Net charge: 0
Gap between HOMO and LUMO: 10.30 eV

---

Which one is most stable, and which one is least stable? <x> is the most stable of them, while <w> is the least stable.

---

<w>
This record from the OMol25 dataset describes a structure of composition C3H5N3O. The level of theory is ωB97M-V/def2-TZVPD.

Cartesian coordinates (Å):
O (-0.21533, 1.53371, 2.04691)
N (-0.00553, -2.09832, -1.13324)
N (-0.13508, -0.69182, 0.83330)
N (0.23515, 1.35993, -0.14113)
C (0.22831, 0.40297, -1.13031)
C (0.04693, 0.59995, 0.90070)
C (0.01656, -0.83015, -0.53189)
H (-0.55654, -2.74643, -0.58606)
H (0.51762, 1.57083, 2.69126)
H (-0.36328, -2.04856, -2.07916)
H (0.36716, 0.67530, -2.16551)
H (-0.10920, 2.29485, 1.38213)

E_HOMO: -7.218 eV
Net charge: 0
Gap between HOMO and LUMO: 7.08 eV

---

<x>
This record from the OMol25 dataset describes an isolated molecule of C3H5N3O. The level of theory is ωB97M-V/def2-TZVPD.

Cartesian coordinates (Å):
O (-1.30707, 0.96992, 0.02697)
N (1.26913, 0.40651, -0.75427)
N (0.42509, -0.92652, 0.90651)
N (0.17976, -0.09139, -1.24378)
C (-1.75983, -0.32601, -0.03152)
C (1.35042, 0.05160, 0.62151)
C (-0.35288, -0.81358, -0.14363)
H (-2.33192, -0.67559, 0.83560)
H (1.88671, 0.94328, -1.34382)
H (0.65338, 0.97232, 1.02505)
H (2.35635, 0.01797, 1.02815)
H (-2.36914, -0.52850, -0.92678)

E_HOMO: -8.628 eV
Net charge: 0
Gap between HOMO and LUMO: 7.71 eV

---

Which one is most stable, and which one is least stable? <w> is the most stable of them, while <x> is the least stable.

---

<w>
This record from the OMol25 dataset describes an isolated molecule of C3H5N3O. The level of theory is ωB97M-V/def2-TZVPD.

Cartesian coordinates (Å):
O (2.87392, -0.48588, -0.15573)
N (-0.53818, -1.21043, 0.15219)
N (0.65087, 2.03963, -0.18973)
N (0.48892, -0.26746, 0.08749)
C (-1.59541, -0.73643, -0.19647)
C (0.02139, 1.04210, 0.25784)
C (1.70913, -0.98290, 0.10752)
H (-0.03969, 2.77013, 0.12207)
H (-2.42738, -1.46677, -0.44852)
H (-1.73442, 0.25332, -0.71765)
H (1.31887, -2.04218, 0.05541)
H (-0.72801, 1.08687, 0.92559)

E_HOMO: -9.914 eV
Net charge: 0
Gap between HOMO and LUMO: 10.47 eV

---

<x>
This record from the OMol25 dataset describes an isolated molecule of C3H5N3O. The level of theory is ωB97M-V/def2-TZVPD.

Cartesian coordinates (Å):
O (-2.61534, 0.87341, -0.18705)
N (2.26484, 0.58790, -0.03660)
N (0.43113, 1.12063, -0.62227)
N (0.67918, -1.03362, 0.52530)
C (-0.21086, 0.19296, -0.07327)
C (1.88125, -0.63522, 0.35296)
C (-1.68534, -0.09800, 0.19827)
H (-2.38269, 1.17354, -1.07325)
H (-1.76471, -0.21244, 1.28646)
H (2.92810, 0.68951, -0.80977)
H (-1.88877, -1.08764, -0.24203)
H (2.36318, -1.57103, 0.68126)

E_HOMO (alpha / beta): -9.933 / -9.932 eV
Net charge: 0
Gap between HOMO and LUMO (alpha / beta): 9.36 / 9.36 eV

---

Which one is most stable, and which one is least stable? <w> is the most stable of them, while <x> is the least stable.

---

<w>
This record from the OMol25 dataset describes an isolated molecule of C3H5N3O. The level of theory is ωB97M-V/def2-TZVPD.

Cartesian coordinates (Å):
O (0.46250, -1.63204, -1.17984)
N (-1.01447, -1.17039, 0.62230)
N (-2.01531, 0.85523, -1.34110)
N (0.91381, 1.12382, 1.01972)
C (0.00119, -0.73794, -0.24239)
C (0.81285, 0.46204, -0.15293)
C (-1.18936, 0.29287, -0.74026)
H (1.68686, 1.75439, 1.16803)
H (1.52091, 0.64563, -0.95479)
H (0.11512, 1.31712, 1.60635)
H (-0.21064, -2.32209, -1.26210)
H (-1.08348, -0.58863, 1.45701)

E_HOMO (alpha / beta): -7.403 / -8.203 eV
Net charge: 0
Gap between HOMO and LUMO (alpha / beta): 6.96 / 8.12 eV

---

<x>
This record from the OMol25 dataset describes an isolated molecule of C3H5N3O. The level of theory is ωB97M-V/def2-TZVPD.

Cartesian coordinates (Å):
O (0.21212, -2.50396, -0.44733)
N (-1.53339, 1.50867, 0.42022)
N (1.45618, -0.46675, -0.25492)
N (-0.71491, -0.48607, 0.01696)
C (-0.33103, 0.83758, 0.08939)
C (0.33502, -1.19224, -0.20789)
C (1.06459, 0.89101, -0.04126)
H (2.35940, -0.85296, -0.49244)
H (-0.76324, -2.57049, -0.43144)
H (-1.99349, 0.87675, 1.04601)
H (1.92301, 1.56564, -0.00254)
H (-2.01423, 2.39282, 0.30523)

E_HOMO: -7.702 eV
Net charge: 0
Gap between HOMO and LUMO: 8.60 eV

---

Which one is most stable, and which one is least stable? <x> is the most stable of them, while <w> is the least stable.

---

<w>
This record from the OMol25 dataset describes an isolated molecule of C3H5N3O. The level of theory is ωB97M-V/def2-TZVPD.

Cartesian coordinates (Å):
O (0.50689, -1.91738, 0.48190)
N (-0.86804, -0.23169, 0.77816)
N (0.33748, 2.48094, -0.26122)
N (-0.34805, -1.27900, 1.39747)
C (-0.31231, -0.00457, -0.44968)
C (0.49471, -1.07347, -0.57401)
C (-0.13103, 1.36945, -1.13088)
H (-0.96446, 1.70398, -1.79293)
H (1.18844, 2.32718, 0.20366)
H (0.84071, 1.22661, -1.76934)
H (1.07306, -1.16420, -1.49068)
H (-0.35079, 2.70518, 0.52061)

E_HOMO: -9.901 eV
Net charge: 0
Gap between HOMO and LUMO: 10.51 eV

---

<x>
This record from the OMol25 dataset describes an isolated molecule of C3H5N3O. The level of theory is ωB97M-V/def2-TZVPD.

Cartesian coordinates (Å):
O (-2.12298, 0.56586, 0.22088)
N (-1.50450, -0.77867, -0.26069)
N (1.84960, -0.33235, -0.02624)
N (0.82441, -1.21134, 0.15796)
C (1.40825, 0.96231, 0.04173)
C (0.12212, 0.97691, -0.21115)
C (-0.18455, -0.40637, -0.25458)
H (2.67222, -0.50178, 0.79026)
H (2.09210, 1.77222, -0.09689)
H (-0.49142, 1.99191, -0.31810)
H (-1.49023, 0.90335, 1.01154)
H (-2.06034, -1.63316, 0.29292)

E_HOMO: -8.667 eV
Net charge: 0
Gap between HOMO and LUMO: 9.46 eV

---

Which one is most stable, and which one is least stable? <w> is the most stable of them, while <x> is the least stable.

---

<w>
This record from the OMol25 dataset describes an isolated molecule of C3H5N3O. The level of theory is ωB97M-V/def2-TZVPD.

Cartesian coordinates (Å):
O (-2.51902, 0.07387, -0.18029)
N (-0.87579, -1.13292, 0.26953)
N (1.88394, -0.60232, -0.31971)
N (-2.09424, -1.27514, 0.02996)
C (-1.49875, 0.85684, -0.15028)
C (-0.43009, 0.14000, 0.10101)
C (1.11598, 0.35165, 0.31213)
H (1.72489, -1.54328, -0.19264)
H (1.77513, -0.48097, -1.32268)
H (-1.67204, 2.00583, -0.17056)
H (1.15384, 0.25190, 1.43605)
H (1.43616, 1.35455, 0.18747)

E_HOMO: -9.665 eV
Net charge: 0
Gap between HOMO and LUMO: 10.51 eV

---

<x>
This record from the OMol25 dataset describes an isolated molecule of C3H5N3O. The level of theory is ωB97M-V/def2-TZVPD.

Cartesian coordinates (Å):
O (0.80760, 0.29852, -1.87907)
N (-0.84479, 0.85955, 0.58954)
N (0.00789, -0.20911, 0.55351)
N (0.74184, -2.30529, 1.55243)
C (-0.88200, 1.48646, -0.51524)
C (0.19101, -1.06813, 1.71834)
C (-0.16909, 1.03432, -1.76037)
H (1.38024, -2.32172, 0.64290)
H (-0.22158, -0.79172, 2.65059)
H (0.60439, -0.18631, -0.32270)
H (-1.71611, 2.18513, -0.71516)
H (-0.68190, 1.59449, -2.74790)

E_HOMO: -9.202 eV
Net charge: 0
Gap between HOMO and LUMO: 8.41 eV

---

Which one is most stable, and which one is least stable? <w> is the most stable of them, while <x> is the least stable.